The following is a quantum chemistry calculation of 8 unconnected molecules or ions with the total composition C63H148N8O6 in a non-equilibrium geometry, from the Open Molecules 2025 dataset.

Structure (XYZ):
```
225
Properties=species:S:1:pos:R:3
C -6.3767 -3.7114 -5.3624
O -6.4777 -2.2743 -5.0782
C -5.9360 -1.4546 -6.0938
C -6.8698 -1.4314 -7.2450
N -8.1633 -1.0185 -6.6211
H -8.8141 -1.7520 -6.8523
H -8.0231 -1.0597 -5.6203
C -9.0601 0.1592 -6.9908
C -10.3250 0.1260 -6.1686
O -10.9554 -1.1300 -6.1397
C -12.3663 -1.1342 -6.5458
H -5.3121 -3.9478 -5.4525
H -6.9367 -3.9994 -6.2420
H -6.8630 -4.2003 -4.5362
H -4.8996 -1.7219 -6.3714
H -5.8937 -0.4892 -5.6142
H -7.0835 -2.3896 -7.7487
H -6.4857 -0.8224 -8.0556
H -9.1722 0.1879 -8.0622
H -8.5637 1.0895 -6.7174
H -10.9545 0.9360 -6.5437
H -10.0408 0.3629 -5.1596
H -13.0310 -0.6936 -5.7917
H -12.7146 -2.1212 -6.6598
H -12.4203 -0.6456 -7.4992
C 0.5397 6.8118 1.3018
O 0.9591 5.7186 0.4142
C 0.6221 5.8970 -0.9587
C 1.9154 6.1669 -1.6559
N 2.9855 5.2503 -1.1777
H 3.8964 5.6799 -1.3174
H 2.8721 5.2917 -0.1835
C 3.0721 3.9059 -1.7786
C 1.8599 2.9902 -1.6326
O 1.0814 3.1035 -2.7580
C -0.1246 2.4337 -2.6478
H 0.7253 6.4879 2.3287
H -0.5323 6.9688 1.1142
H 1.1348 7.6870 1.1328
H -0.0554 6.7735 -1.1195
H 0.1254 4.9801 -1.2938
H 2.2869 7.0873 -1.2920
H 1.9534 6.1864 -2.7542
H 3.9997 3.4708 -1.4228
H 3.2149 4.0759 -2.8692
H 1.3315 3.1739 -0.7000
H 2.3109 1.9855 -1.6777
H -0.8025 2.9358 -1.9366
H 0.0556 1.3998 -2.3154
H -0.5819 2.3499 -3.6395
C -6.1960 4.9753 6.5264
O -5.9451 5.0786 5.1137
C -7.0952 5.5497 4.4471
C -6.9160 5.4932 2.9498
N -6.1320 4.2411 2.5718
H -5.7145 4.0159 3.4789
H -6.7350 3.4423 2.3898
C -5.1016 4.4978 1.4739
C -4.1817 3.3045 1.3877
O -4.8316 2.0863 1.2319
C -4.4938 1.3593 0.1214
H -6.7645 4.0301 6.6650
H -6.6938 5.9245 6.7716
H -5.2309 4.9582 7.0097
H -7.3151 6.5960 4.6515
H -7.9928 4.9876 4.7496
H -6.3872 6.3353 2.5451
H -7.9341 5.3902 2.6016
H -4.4711 5.2502 1.9541
H -5.6204 4.8331 0.5629
H -3.6592 3.1953 2.3504
H -3.4640 3.5169 0.6141
H -5.0765 0.4157 0.1993
H -3.4061 1.1795 0.0815
H -4.8049 1.8622 -0.8002
C -4.4280 1.3302 5.3066
C -4.2013 0.1494 6.3371
C -2.8125 -0.3773 6.5794
C -2.1214 0.6058 7.5424
N -0.8877 0.1229 8.2503
C -1.1532 -0.8010 9.4617
C -0.9162 0.0383 10.7288
C -0.8927 1.5170 10.2223
C -0.1888 1.3151 8.8653
C 0.0496 -0.3722 7.2205
H -3.9403 2.2656 5.6126
H -5.4952 1.4612 5.1081
H -4.0324 1.0621 4.3107
H -4.8317 -0.6804 5.9886
H -4.6297 0.5478 7.2611
H -2.3265 -0.4035 5.6192
H -2.8261 -1.4001 6.9862
H -2.8150 1.0298 8.2651
H -1.7544 1.4488 6.9630
H -0.5454 -1.6927 9.3545
H -2.1853 -1.1251 9.3878
H 0.0695 -0.1963 11.1029
H -1.6313 -0.1064 11.5263
H -0.3654 2.1957 10.9005
H -1.8544 1.9978 10.0557
H 0.8502 1.1244 9.0355
H -0.2878 2.0993 8.1355
H 0.0163 0.3615 6.4204
H -0.2908 -1.3414 6.8389
H 1.0749 -0.4281 7.5414
C -1.8200 1.3304 -8.3582
C -0.9210 1.6444 -7.0980
C 0.5065 1.8991 -7.4914
C 0.5058 3.2302 -8.1879
N 1.8365 3.8603 -8.4640
C 2.5141 4.2288 -7.1640
C 3.5926 5.2169 -7.5889
C 2.9907 5.9139 -8.8317
C 1.7504 5.1557 -9.1563
C 2.7059 2.8727 -9.2470
H -2.8355 1.1676 -7.9554
H -1.5536 0.4282 -8.8880
H -1.8479 2.1078 -9.1138
H -1.0310 0.7300 -6.4902
H -1.3287 2.4375 -6.4615
H 0.9039 1.1498 -8.1860
H 1.1079 1.9261 -6.5863
H -0.1489 4.0343 -7.7438
H 0.1546 3.1062 -9.2225
H 2.8413 3.3203 -6.6147
H 1.6852 4.7918 -6.6572
H 4.4910 4.7193 -7.9447
H 3.8282 5.8269 -6.7176
H 3.6945 5.9450 -9.6482
H 2.6929 6.9070 -8.5140
H 1.5430 5.0161 -10.2218
H 0.8490 5.6067 -8.7823
H 2.7934 1.9893 -8.6704
H 3.7275 3.2452 -9.3193
H 2.3522 2.6605 -10.2560
C -0.6362 -7.7511 1.9059
C 0.3469 -8.4994 2.7968
C 1.7694 -7.8734 2.6449
C 2.7472 -8.5034 3.6149
N 4.2048 -8.1499 3.3478
C 4.4758 -6.6225 3.3821
C 5.8045 -6.4466 2.5715
C 5.9864 -7.8913 1.8672
C 4.6858 -8.5938 1.9702
C 5.0006 -8.8522 4.4035
H -0.3782 -7.8533 0.8480
H -0.6318 -6.7101 2.2015
H -1.6689 -8.1432 1.9589
H 0.4072 -9.5532 2.5396
H 0.0345 -8.3537 3.8138
H 1.7705 -6.7892 2.7641
H 2.0057 -8.0690 1.5941
H 2.8079 -9.5732 3.5304
H 2.5253 -8.2483 4.6468
H 4.5475 -6.2526 4.4200
H 3.6239 -6.1115 2.9610
H 6.5838 -6.1723 3.2470
H 5.6819 -5.7071 1.7504
H 6.7707 -8.4504 2.3445
H 6.2786 -7.7454 0.8320
H 4.5718 -9.6947 1.8283
H 4.0077 -8.0738 1.3269
H 6.0425 -8.5442 4.2600
H 4.7594 -9.9028 4.2791
H 4.7801 -8.5497 5.4186
C -1.1620 -3.8578 -4.4110
C -1.2427 -2.4153 -3.8443
C -1.4104 -2.4699 -2.2778
C -0.1341 -2.9176 -1.6705
N -0.1844 -3.1635 -0.2024
C -0.9762 -4.3632 0.1581
C -1.3841 -4.1314 1.6075
C -1.5233 -2.6133 1.7503
C -0.8233 -2.0131 0.5495
C 1.2086 -3.3558 0.2893
H -1.9138 -4.5080 -3.9917
H -0.1925 -4.3087 -4.3323
H -1.3668 -3.8430 -5.4745
H -2.1085 -1.8892 -4.2258
H -0.3416 -1.8382 -4.1139
H -2.2781 -3.1130 -2.0490
H -1.6283 -1.4660 -1.9524
H 0.6846 -2.1815 -1.8226
H 0.2396 -3.8502 -2.0873
H -0.4272 -5.3040 -0.0872
H -1.8699 -4.3270 -0.4213
H -0.5440 -4.4444 2.2221
H -2.2641 -4.6450 1.9652
H -1.0700 -2.2602 2.6792
H -2.5592 -2.3402 1.7603
H 0.0144 -1.3677 0.8715
H -1.4627 -1.4551 -0.0974
H 1.2895 -3.4470 1.3812
H 1.8047 -2.5347 -0.0960
H 1.5787 -4.2578 -0.1856
C 6.0346 -0.0563 -0.1299
C 7.3846 0.6514 -0.2221
C 8.5437 0.2112 0.6628
C 8.3290 0.5875 2.1531
N 9.5986 0.8207 2.9900
C 9.0990 0.9786 4.4263
C 9.0034 2.4634 4.7778
C 9.5227 3.1966 3.5382
C 10.2378 2.1610 2.6603
C 10.5076 -0.3143 2.8619
H 6.2235 -1.1401 -0.1628
H 5.3239 0.1712 -0.9258
H 5.3801 0.1245 0.7209
H 7.1871 1.6922 0.0447
H 7.6952 0.6459 -1.2667
H 9.5453 0.5484 0.3350
H 8.6234 -0.8866 0.5800
H 7.7785 -0.2075 2.6394
H 7.8005 1.5633 2.2772
H 9.7931 0.3963 5.0504
H 8.1212 0.5268 4.6154
H 9.5947 2.7473 5.6548
H 7.9614 2.7898 4.9408
H 10.1671 4.0614 3.7573
H 8.7057 3.6754 2.9876
H 11.3227 1.9641 2.9309
H 10.2391 2.3818 1.6009
H 11.3119 -0.2196 3.5907
H 10.9756 -0.3613 1.8594
H 9.9598 -1.2221 3.1053
```

Properties
HOMO level in Eh: -0.7577
Kohn-Sham gap in eV: 7.3
Electronic energy in hartree: -3375.33608
Net charge: +8



The following is a quantum chemistry calculation of a molecular structure, H4O14S3Zn in a non-equilibrium geometry, from the Open Molecules 2025 dataset.

Structure (XYZ):
```
22
Properties=species:S:1:pos:R:3
Zn -0.2413 -0.5173 0.0967
S -1.6092 2.5234 -0.1965
O -1.6471 3.3776 0.9989
O -0.5838 3.0046 -1.0788
O -1.2756 1.1349 0.2079
O -2.9597 2.4732 -0.7955
S -0.5436 -3.0235 -0.6102
O -0.5317 -3.5950 -1.9597
O 0.6222 -2.2118 -0.4057
O -1.5257 -1.9523 -0.4856
O -0.7337 -4.0102 0.4311
S 2.5300 1.3614 0.7707
O 3.8189 0.7563 0.3961
O 2.2698 2.5207 -0.0546
O 1.4391 0.3844 0.5085
O 2.5263 1.7577 2.1720
O -0.1979 -0.0868 -1.9935
H -0.7931 -0.4073 -2.6733
H 0.5844 0.2050 -2.4663
O -0.4185 -1.0143 2.0584
H 0.2882 -0.9858 2.7070
H -1.0182 -1.6949 2.3725
```

Properties
HOMO level in Eh: 0.1834
Kohn-Sham gap in eV: 4.1
Electronic energy in hartree: -4029.43314
Energy relative to the best compared isomer or geometry (same formula, charge and spin) in eV: 1.393
Net charge: -4



The following is a quantum chemistry calculation of a single C4H8S2 molecule in a non-equilibrium geometry, from the Open Molecules 2025 dataset.

Structure (XYZ):
```
14
Properties=species:S:1:pos:R:3
C -0.9503 -0.7270 0.2363
C -0.0887 0.4674 0.6029
C 0.4086 1.3956 -0.5696
C 1.3524 0.6820 0.4934
H -2.5070 0.9567 0.4060
H -0.4603 -1.1667 -0.6125
H -0.8821 -1.4390 1.0235
H -0.7090 0.9596 1.3111
H 0.4164 1.0284 -1.5952
H 0.3190 2.4655 -0.3843
H 1.7752 1.4059 1.0782
H 3.3291 0.0479 -0.6208
S -2.6493 -0.2452 -0.1830
S 2.2985 -0.7027 -0.1411
```

Properties
HOMO level in Eh: -0.3273
SMILES: SC[C@@H]1C[C@@H]1S
Kohn-Sham gap in eV: 9.7
Electronic energy in hartree: -953.51765
Energy relative to the best compared isomer or geometry (same formula, charge and spin) in eV: 1.877
Net charge: 0



The following is a quantum chemistry calculation of a molecular structure, C9H10GdO3 in a non-equilibrium geometry, from the Open Molecules 2025 dataset.

Structure (XYZ):
```
23
Properties=species:S:1:pos:R:3
C -0.2437 -0.8809 2.8714
C 0.6063 -1.2593 1.6592
C -0.3094 -1.6363 0.4446
C -0.3278 -0.4782 -0.4918
C -0.5467 0.7808 -0.0756
C -0.5194 1.8739 -1.1568
O -1.2916 2.7847 -1.2312
C 0.5880 1.6536 -2.1934
O 1.2629 2.6599 -2.6246
C 0.8085 0.3392 -2.6301
C -0.0640 -0.7108 -1.9811
O -0.5368 -1.6278 -2.5906
H -0.8511 -1.7340 3.1407
H 0.3937 -0.5861 3.6935
H -0.9315 -0.0329 2.6549
H 1.2537 -2.0938 1.8882
H 1.2563 -0.4356 1.3846
H 0.1672 -2.4550 -0.0793
H -1.3190 -1.8808 0.7576
H -0.6984 1.0203 0.9909
H 2.1749 2.6462 -2.2506
H 1.5592 0.0885 -3.3724
Gd -2.4314 1.9645 1.1921
```

Properties
HOMO level (spin up / spin down) in Eh: -0.7902 / -0.8061
Kohn-Sham gap (spin up / spin down) in eV: 7.9 / 6.1
⟨S²⟩: 15.7825
Electronic energy in hartree: -1338.87153
Net charge: +3
Multiplicity: 8



Number 2 is which compound? H4O14S3Zn



The lowest electronic energy belongs to which entry? H4O14S3Zn



Which of these has the highest electronic energy? C4H8S2